The following is a DFT calculation (ωB97M-V/def2-TZVPD) of 2 unconnected molecules or ions with the total composition C5H14 in a non-equilibrium geometry.

XYZ file:
```
19
Properties=species:S:1:pos:R:3
C -2.06 0.31 0.67
C -3.29 1.11 1.07
H -1.66 0.58 -0.31
H -1.28 0.35 1.41
H -2.30 -0.77 0.67
H -3.11 2.19 1.09
H -3.67 0.75 2.03
H -4.05 1.03 0.30
C 2.08 -0.43 -1.15
C 2.49 0.48 0.00
C 1.03 -1.48 -0.74
H 1.71 0.17 -1.98
H 2.97 -0.91 -1.57
H 3.19 -0.01 0.68
H 1.61 0.93 0.48
H 1.20 -2.42 -1.27
H 1.14 -1.74 0.31
H 2.99 1.37 -0.38
H 0.04 -1.11 -0.97
```

Properties
energy relative to the best compared isomer or geometry (same formula, charge and spin)	23.9	kJ/mol
structure (SMILES)	CCC.CC
orbital gap	12.535	eV
energy	-198.8801	Ha
LUMO level	1.125	eV
highest occupied orbital energy	-11.410	eV